One molecule with the formula C22H32N4OS, computed with wB97M-V/def2-TZVPD.

The value obtained for the HOMO-LUMO gap is 8.76 eV. For the HOMO energy, the calculation gives -0.3016 Ha. The charge is 0. Its SMILES is CSCCCN1CCC(n2nccc2NC(=O)CCCc2ccccc2)CC1. The value obtained for the lowest unoccupied orbital energy is 0.55 eV. The energy above the lowest of the compared OMol25 structures with the same formula, charge and spin is 16.9 kcal/mol. Its energy is -1549.9780 Eh.

Each line ends with the natural charge from an NBO analysis.
CARTESIAN COORDINATES (ANGSTROEM)
C: -6.256 -1.286 -1.543  -0.74
S: -7.395 -0.951 -0.168  0.15
C: -6.235 -1.109 1.237  -0.52
C: -5.824 0.237 1.819  -0.42
C: -5.122 1.146 0.809  -0.22
N: -4.021 0.506 0.107  -0.47
C: -2.899 0.194 0.973  -0.23
C: -1.887 -0.657 0.212  -0.40
C: -1.343 0.098 -1.006  -0.07
N: -0.477 1.183 -0.588  -0.16
N: -0.808 2.455 -0.785  -0.28
C: 0.150 3.189 -0.253  -0.05
C: 1.141 2.381 0.308  -0.36
C: 0.706 1.091 0.063  0.29
N: 1.335 -0.099 0.445  -0.63
C: 1.646 -1.150 -0.369  0.70
O: 1.255 -1.247 -1.511  -0.61
C: 2.516 -2.192 0.312  -0.50
C: 3.916 -1.649 0.615  -0.37
C: 4.635 -1.187 -0.658  -0.45
C: 5.937 -0.527 -0.306  0.08
C: 5.992 0.843 -0.084  -0.25
C: 7.179 1.452 0.283  -0.20
C: 8.328 0.695 0.437  -0.23
C: 8.283 -0.671 0.220  -0.19
C: 7.095 -1.277 -0.148  -0.25
C: -2.515 0.613 -1.838  -0.40
C: -3.557 1.343 -0.992  -0.24
H: -6.748 -0.959 -2.453  0.22
H: -5.341 -0.728 -1.375  0.24
H: -6.057 -2.354 -1.593  0.21
H: -6.749 -1.702 1.994  0.22
H: -5.371 -1.658 0.870  0.22
H: -6.715 0.760 2.171  0.22
H: -5.185 0.056 2.686  0.20
H: -4.790 2.063 1.329  0.17
H: -5.856 1.441 0.054  0.21
H: -3.258 -0.370 1.836  0.20
H: -2.411 1.115 1.345  0.17
H: -2.380 -1.563 -0.142  0.22
H: -1.073 -0.949 0.877  0.21
H: -0.737 -0.583 -1.615  0.26
H: 0.098 4.258 -0.293  0.21
H: 2.039 2.681 0.808  0.22
H: 1.832 -0.037 1.323  0.41
H: 2.590 -3.046 -0.362  0.24
H: 2.033 -2.517 1.236  0.22
H: 3.857 -0.809 1.313  0.19
H: 4.505 -2.430 1.101  0.22
H: 4.808 -2.049 -1.305  0.22
H: 3.997 -0.484 -1.198  0.22
H: 5.098 1.439 -0.211  0.21
H: 7.208 2.520 0.448  0.21
H: 9.255 1.169 0.723  0.21
H: 9.177 -1.267 0.336  0.21
H: 7.065 -2.344 -0.320  0.21
H: -2.148 1.293 -2.606  0.23
H: -2.980 -0.247 -2.323  0.21
H: -4.414 1.590 -1.624  0.20
H: -3.121 2.283 -0.621  0.20


A 2-piece molecular cluster, C10H16 overall, computed with wB97M-V/def2-TZVPD.

The value obtained for the HOMO-LUMO gap is 9.86 eV. For the HOMO energy, the calculation gives -0.3261 Ha. The charge is 0. Its SMILES is Cc1ccccc1.CCC. The value obtained for the lowest unoccupied orbital energy is 0.99 eV. The energy above the lowest of the compared OMol25 structures with the same formula, charge and spin is 40.3 kcal/mol. Its energy is -390.5716 Eh.

Each line ends with the natural charge from an NBO analysis.
CARTESIAN COORDINATES (ANGSTROEM)
C: -2.653 0.134 -3.065  -0.64
C: -1.649 -0.738 -2.191  -0.01
C: -0.742 -0.133 -1.294  -0.21
C: 0.194 -0.882 -0.597  -0.23
C: 0.213 -2.304 -0.664  -0.21
C: -0.731 -2.981 -1.548  -0.21
C: -1.575 -2.167 -2.333  -0.22
H: -2.200 1.135 -3.010  0.22
H: -3.643 0.283 -2.627  0.22
H: -2.955 -0.261 -3.995  0.22
H: -0.945 1.002 -1.071  0.21
H: 0.861 -0.337 0.045  0.21
H: 0.920 -2.996 -0.060  0.22
H: -0.735 -4.014 -1.613  0.21
H: -2.174 -2.653 -3.154  0.21
C: 2.454 1.002 3.393  -0.61
C: 1.351 1.098 2.224  -0.38
C: 0.976 2.458 1.699  -0.62
H: 2.479 1.942 3.944  0.20
H: 3.489 0.985 2.968  0.20
H: 2.342 0.108 3.948  0.21
H: 1.632 0.364 1.496  0.19
H: 0.351 0.658 2.695  0.18
H: 1.735 2.810 1.016  0.20
H: -0.035 2.434 1.198  0.21
H: 1.040 3.053 2.596  0.21


A 3-piece molecular cluster, C38H55IN3O10PS overall, computed with wB97M-V/def2-TZVPD.

The value obtained for the HOMO-LUMO gap is 7.40 eV. For the HOMO energy, the calculation gives -0.3042 Ha. The charge is 0. Its SMILES is CC(C)C[C@@H](C)COc1c([PH2]=S)c(C[C@@H](C)I)c2nc(Cc3ccccc3)c(CCOC=O)nc2c1CC(=O)N(C)C.COC(=O)OC.COC(=O)OC. The value obtained for the lowest unoccupied orbital energy is -0.88 eV. Its energy is -3434.7024 Eh.

Each line ends with the Mulliken charge.
CARTESIAN COORDINATES (ANGSTROEM)
C: 4.805 5.474 1.235  -1.26
C: 3.481 4.739 1.748  0.31
C: 3.942 3.696 2.833  -1.19
C: 2.717 4.068 0.519  -0.74
C: 1.435 3.246 0.995  0.53
C: 0.059 3.851 0.440  -1.41
C: 1.561 1.698 0.780  -0.74
O: 1.873 1.292 -0.577  -0.21
C: 0.781 0.694 -1.212  0.30
C: 0.203 1.410 -2.425  -0.07
P: 1.091 2.970 -2.932  0.38
S: 2.833 2.540 -3.744  -0.44
C: -0.962 0.851 -3.108  0.91
C: -1.558 1.618 -4.333  -1.44
C: -1.006 1.175 -5.753  -0.45
C: 0.078 2.146 -6.378  -0.84
I: -0.214 -0.843 -5.845  0.06
C: -1.634 -0.427 -2.649  0.31
N: -2.756 -0.821 -3.367  -0.30
C: -3.224 -1.974 -2.826  0.28
C: -4.542 -2.558 -3.483  -1.20
C: -5.727 -2.138 -2.549  0.58
C: -5.750 -0.726 -2.097  -0.16
C: -6.802 -0.193 -1.216  -0.58
C: -7.849 -1.130 -0.766  -0.43
C: -7.805 -2.527 -1.201  -0.50
C: -6.770 -3.069 -2.091  -0.43
C: -2.637 -2.744 -1.687  0.22
C: -3.250 -4.101 -1.172  -0.92
C: -3.647 -4.062 0.351  -0.35
O: -2.484 -4.341 1.199  -0.39
C: -2.429 -3.287 2.139  0.38
O: -3.263 -3.255 3.003  -0.49
N: -1.534 -2.313 -1.025  -0.19
C: -1.029 -1.112 -1.502  -0.18
C: 0.174 -0.550 -0.795  0.15
C: 0.787 -1.343 0.422  -0.37
C: 2.080 -2.060 -0.139  0.18
O: 1.983 -2.544 -1.255  -0.57
N: 3.329 -2.198 0.558  -0.08
C: 3.548 -1.137 1.574  -0.97
C: 4.428 -1.986 -0.462  -0.78
H: 5.318 5.842 2.172  0.38
H: 4.589 6.297 0.509  0.36
H: 5.460 4.659 0.823  0.25
H: 2.803 5.514 2.223  0.21
H: 4.470 4.264 3.656  0.43
H: 3.066 3.196 3.346  0.31
H: 4.621 2.891 2.447  0.17
H: 3.442 3.312 0.103  0.05
H: 2.399 4.837 -0.239  0.55
H: 1.376 3.402 2.116  0.36
H: 0.149 4.956 0.236  0.31
H: -0.704 3.707 1.248  0.39
H: -0.310 3.286 -0.466  0.25
H: 2.341 1.295 1.476  0.12
H: 0.578 1.249 1.113  0.40
H: 1.363 3.842 -1.845  -0.18
H: 0.343 3.738 -3.883  0.23
H: -1.374 2.718 -4.155  0.58
H: -2.679 1.505 -4.309  0.34
H: -1.889 1.199 -6.455  0.47
H: 0.802 2.577 -5.641  0.11
H: -0.389 2.934 -7.042  0.26
H: 0.700 1.517 -7.082  0.35
H: -4.655 -2.061 -4.481  0.34
H: -4.446 -3.668 -3.630  0.47
H: -4.957 -0.010 -2.423  0.25
H: -6.784 0.883 -0.931  0.37
H: -8.657 -0.733 -0.096  0.34
H: -8.605 -3.209 -0.832  0.33
H: -6.713 -4.134 -2.421  0.36
H: -4.066 -4.494 -1.823  0.27
H: -2.399 -4.846 -1.258  0.45
H: -4.445 -4.841 0.530  0.17
H: -4.028 -3.030 0.586  0.50
H: -1.601 -2.535 2.027  0.26
H: 0.958 -0.699 1.319  0.44
H: 0.099 -2.173 0.761  -0.15
H: 2.772 -1.113 2.382  0.30
H: 4.520 -1.391 2.094  0.45
H: 3.718 -0.129 1.095  0.33
H: 5.352 -1.612 0.067  0.32
H: 4.093 -1.150 -1.131  0.28
H: 4.664 -2.934 -1.004  0.26
C: -7.830 -5.895 6.981  -0.63
O: -6.585 -6.123 6.324  -0.33
C: -6.451 -5.473 5.159  0.73
O: -7.272 -4.748 4.656  -0.54
O: -5.251 -5.771 4.654  -0.34
C: -4.968 -5.142 3.399  -0.60
H: -7.824 -6.468 7.907  0.22
H: -7.949 -4.839 7.226  0.29
H: -8.660 -6.242 6.363  0.29
H: -4.975 -4.067 3.503  0.43
H: -5.687 -5.462 2.640  0.23
H: -3.975 -5.455 3.089  0.29
C: 10.059 4.249 -0.784  -0.61
O: 10.371 3.691 0.493  -0.33
C: 9.319 3.566 1.309  0.81
O: 8.184 3.877 1.053  -0.54
O: 9.748 3.036 2.461  -0.32
C: 8.722 2.845 3.434  -0.60
H: 10.985 4.302 -1.355  0.21
H: 9.355 3.612 -1.320  0.29
H: 9.660 5.258 -0.676  0.29
H: 7.964 2.152 3.064  0.27
H: 8.269 3.798 3.709  0.28
H: 9.184 2.412 4.320  0.23


One molecule with the formula C4H7NO2, computed with wB97M-V/def2-TZVPD.

The value obtained for the HOMO-LUMO gap is 9.41 eV. For the HOMO energy, the calculation gives -0.3166 Ha. The charge is 0. The value obtained for the lowest unoccupied orbital energy is 0.79 eV. The energy above the lowest of the compared OMol25 structures with the same formula, charge and spin is 101.3 kcal/mol. Its energy is -361.7194 Eh.

Each line ends with the natural charge from an NBO analysis.
CARTESIAN COORDINATES (ANGSTROEM)
O: -0.986 -1.264 1.426  -0.64
C: -1.464 -1.032 0.235  0.27
C: -0.267 1.693 0.026  -0.26
O: 1.001 1.221 0.481  -0.50
C: 1.489 0.002 0.187  0.42
N: 1.004 -1.030 -0.372  -0.54
C: -0.374 -1.113 -0.825  -0.44
H: -0.014 -1.439 1.423  0.47
H: -1.098 1.028 0.276  0.19
H: -0.241 1.863 -1.053  0.18
H: -0.421 2.640 0.543  0.21
H: 2.520 -0.040 0.541  0.17
H: -0.609 -0.414 -1.635  0.22
H: -0.540 -2.114 -1.255  0.24


A 3-piece molecular cluster, C17H32N2O9S overall, computed with wB97M-V/def2-TZVPD.

The value obtained for the HOMO-LUMO gap is 9.47 eV. For the HOMO energy, the calculation gives -0.3531 Ha. The charge is 0. Its SMILES is [H]/N=C\C[C@H]1[C@H](CCC(N)=O)C[C@@H](O)OS1(=O)=O.CCOC(C)=O.CCOC(C)=O. The value obtained for the lowest unoccupied orbital energy is -0.14 eV. Its energy is -1851.5673 Eh.

Each line ends with the natural charge from an NBO analysis.
CARTESIAN COORDINATES (ANGSTROEM)
H: 0.045 0.830 1.971  0.34
N: -0.233 1.828 1.734  -0.62
C: -0.343 1.962 0.355  0.14
C: -0.052 0.660 -0.652  -0.51
C: -1.334 -0.379 -0.684  -0.41
C: -2.126 -0.407 -2.136  -0.25
C: -2.723 1.045 -2.610  -0.41
C: -4.193 1.430 -1.998  -0.52
C: -4.323 1.318 -0.368  0.67
N: -5.402 0.376 0.196  -0.85
O: -3.580 1.967 0.536  -0.57
C: -3.237 -1.650 -2.240  -0.47
C: -3.283 -2.546 -0.845  0.37
O: -4.322 -3.615 -0.935  -0.71
O: -1.990 -3.235 -0.702  -0.66
S: -0.713 -2.157 -0.362  2.12
O: -0.439 -2.208 1.191  -0.89
O: 0.565 -2.382 -1.204  -0.85
H: -0.671 2.971 -0.151  0.21
H: 0.845 0.062 -0.158  0.27
H: 0.291 0.995 -1.722  0.26
H: -2.015 -0.126 0.233  0.28
H: -1.290 -0.695 -2.939  0.25
H: -2.866 0.972 -3.793  0.23
H: -1.934 1.929 -2.465  0.24
H: -4.383 2.573 -2.276  0.27
H: -5.036 0.761 -2.479  0.22
H: -4.978 -0.363 0.800  0.39
H: -5.891 -0.092 -0.601  0.36
H: -4.296 -1.292 -2.587  0.22
H: -2.864 -2.411 -3.081  0.25
H: -3.585 -1.868 0.060  0.16
H: -5.110 -3.320 -0.358  0.48
C: 4.664 -2.863 -3.616  -0.64
C: 3.951 -1.900 -4.546  -0.07
O: 3.121 -0.988 -3.805  -0.50
C: 3.555 0.168 -3.251  0.80
C: 5.032 0.403 -3.132  -0.75
O: 2.753 0.972 -2.784  -0.59
H: 5.336 -2.339 -2.932  0.21
H: 5.249 -3.589 -4.187  0.22
H: 3.940 -3.402 -2.997  0.23
H: 4.640 -1.361 -5.203  0.18
H: 3.280 -2.466 -5.201  0.20
H: 5.372 0.066 -2.150  0.25
H: 5.221 1.477 -3.233  0.25
H: 5.619 -0.082 -3.911  0.22
C: 2.246 0.109 5.857  -0.64
C: 1.898 1.175 6.879  -0.07
O: 2.219 2.487 6.383  -0.51
C: 1.401 3.235 5.606  0.80
C: 0.212 2.580 4.968  -0.75
O: 1.674 4.409 5.367  -0.58
H: 1.667 0.229 4.938  0.21
H: 2.053 -0.889 6.260  0.22
H: 3.302 0.178 5.577  0.22
H: 0.856 1.121 7.206  0.18
H: 2.510 1.025 7.774  0.20
H: 0.482 2.241 3.966  0.27
H: -0.593 3.320 4.895  0.25
H: -0.193 1.748 5.541  0.21


C23H41AlBrN12 as an isolated structure, computed with wB97M-V/def2-TZVPD.

The value obtained for the HOMO-LUMO gap is 4.91 eV. For the HOMO energy, the calculation gives -0.1246 Ha. The charge is -1. The value obtained for the lowest unoccupied orbital energy is 1.53 eV. Its energy is -4373.9856 Eh.

Each line ends with the Mulliken charge.
CARTESIAN COORDINATES (ANGSTROEM)
N: 2.455 7.212 -1.382  -0.73
C: 1.419 6.335 -1.646  0.61
N: -0.014 6.780 -1.388  -0.59
N: 1.744 4.949 -2.243  -0.47
C: 1.206 3.967 -1.188  -0.33
C: 1.805 2.453 -1.383  -0.25
C: 2.224 1.696 0.012  0.22
C: 3.453 2.400 0.840  -0.72
Al: 2.825 3.720 2.315  0.30
Br: 2.830 2.791 4.540  -0.47
H: 3.382 6.798 -1.622  0.24
H: -0.535 6.111 -0.779  0.27
H: -0.055 7.698 -0.880  0.30
H: 2.791 4.784 -2.211  0.32
H: 0.031 3.951 -1.324  0.11
H: 1.425 4.461 -0.150  0.16
H: 2.664 2.457 -2.207  0.36
H: 0.928 1.807 -1.863  -0.15
H: 2.612 0.614 -0.305  -0.31
H: 1.266 1.501 0.686  0.18
H: 4.263 2.924 0.137  0.22
H: 4.051 1.535 1.394  0.29
H: 1.341 4.283 2.026  -0.25
H: 3.777 5.012 2.179  -0.28
C: 0.520 -1.864 0.770  -0.29
C: -0.328 -0.884 -0.024  0.25
N: -1.031 -0.071 -0.682  -0.49
H: 0.522 -2.840 0.277  0.24
H: 1.548 -1.497 0.838  0.19
H: 0.115 -1.976 1.779  -0.20
C: 2.563 -2.517 -2.644  -0.82
C: 3.055 -2.153 -1.252  0.54
N: 3.464 -1.851 -0.098  -0.54
H: 1.479 -2.662 -2.630  0.24
H: 2.805 -1.715 -3.347  0.27
H: 3.042 -3.441 -2.979  0.34
C: -2.848 0.659 -4.420  -0.91
C: -2.069 0.410 -3.138  0.59
N: -1.422 0.204 -2.076  -0.13
H: -3.613 1.421 -4.249  0.30
H: -2.171 1.004 -5.207  0.17
H: -3.332 -0.265 -4.746  0.28
C: 5.513 1.915 6.999  -0.39
C: 6.837 1.214 6.744  0.30
N: 7.936 0.632 6.533  -0.44
H: 4.905 1.904 6.090  -0.03
H: 4.968 1.404 7.798  0.25
H: 5.691 2.952 7.296  0.26
C: -2.668 -1.768 4.271  -0.77
C: -1.344 -2.469 4.016  0.47
N: -0.245 -3.050 3.805  -0.59
H: -3.276 -1.778 3.362  0.23
H: -3.213 -2.278 5.070  0.30
H: -2.490 -0.730 4.568  0.33
C: -1.887 0.865 -9.107  -0.74
C: -1.107 0.616 -7.826  0.43
N: -0.461 0.410 -6.763  -0.46
H: -2.652 1.627 -8.936  0.27
H: -1.210 1.210 -9.894  0.28
H: -2.371 -0.059 -9.434  0.26
C: -4.249 -1.701 -1.427  -0.36
C: -5.455 -2.001 -0.551  0.22
N: -6.455 -2.250 0.175  -0.48
H: -3.595 -0.981 -0.927  0.08
H: -3.688 -2.620 -1.616  0.28
H: -4.577 -1.281 -2.382  0.24
C: -2.505 -6.220 -0.107  -0.77
C: -2.428 -4.706 -0.221  0.47
N: -2.364 -3.451 -0.315  -0.50
H: -2.905 -6.644 -1.032  0.28
H: -1.507 -6.632 0.071  0.27
H: -3.158 -6.499 0.724  0.26
C: -3.075 -5.981 5.824  -0.72
C: -3.923 -5.001 5.030  0.40
N: -4.627 -4.188 4.372  -0.47
H: -3.073 -6.957 5.331  0.27
H: -2.047 -5.614 5.892  0.26
H: -3.481 -6.093 6.833  0.28


HOMO-LUMO gap of number 3 (C38H55IN3O10PS)?
7.40 eV


Among the records above, which one has the highest HOMO?
C23H41AlBrN12


Repeat the second record exactly.
A 2-piece molecular cluster, C10H16 overall, computed with wB97M-V/def2-TZVPD.

The value obtained for the HOMO-LUMO gap is 9.86 eV. For the HOMO energy, the calculation gives -0.3261 Ha. The charge is 0. Its SMILES is Cc1ccccc1.CCC. The value obtained for the lowest unoccupied orbital energy is 0.99 eV. The energy above the lowest of the compared OMol25 structures with the same formula, charge and spin is 40.3 kcal/mol. Its energy is -390.5716 Eh.

Each line ends with the natural charge from an NBO analysis.
CARTESIAN COORDINATES (ANGSTROEM)
C: -2.653 0.134 -3.065  -0.64
C: -1.649 -0.738 -2.191  -0.01
C: -0.742 -0.133 -1.294  -0.21
C: 0.194 -0.882 -0.597  -0.23
C: 0.213 -2.304 -0.664  -0.21
C: -0.731 -2.981 -1.548  -0.21
C: -1.575 -2.167 -2.333  -0.22
H: -2.200 1.135 -3.010  0.22
H: -3.643 0.283 -2.627  0.22
H: -2.955 -0.261 -3.995  0.22
H: -0.945 1.002 -1.071  0.21
H: 0.861 -0.337 0.045  0.21
H: 0.920 -2.996 -0.060  0.22
H: -0.735 -4.014 -1.613  0.21
H: -2.174 -2.653 -3.154  0.21
C: 2.454 1.002 3.393  -0.61
C: 1.351 1.098 2.224  -0.38
C: 0.976 2.458 1.699  -0.62
H: 2.479 1.942 3.944  0.20
H: 3.489 0.985 2.968  0.20
H: 2.342 0.108 3.948  0.21
H: 1.632 0.364 1.496  0.19
H: 0.351 0.658 2.695  0.18
H: 1.735 2.810 1.016  0.20
H: -0.035 2.434 1.198  0.21
H: 1.040 3.053 2.596  0.21


Which formula does entry 2 have?
C10H16